No. 1
{"formula": "C6H13NO", "method": "ωB97M-V with the def2-TZVPD basis set", "lumo_ev": [3.99, 3.96], "homo_ha": [-0.070, -0.087], "s2": 0.760, "multiplicity": 2, "total_charge": -1, "species": ["C", "C", "N", "C", "C", "C", "C", "O", "H", "H", "H", "H", "H", "H", "H", "H", "H", "H", "H", "H", "H"], "positions_angstrom": [[1.933382, -0.558854, 1.036573], [1.404212, -0.022206, -0.313699], [0.579980, -1.340948, -0.808429], [-0.125925, -0.183117, -0.773492], [-1.196495, 0.243500, 0.256563], [-1.323820, 1.751009, 0.252902], [-2.484535, -0.537467, 0.026943], [1.871316, 1.136204, -0.582423], [1.684238, -1.593854, 1.235042], [1.554888, 0.084940, 1.811664], [3.022394, -0.423461, 1.041008], [3.409109, -1.863581, -1.479262], [3.432960, -1.189226, -1.819751], [-0.349271, 0.354023, -1.720057], [-0.866936, -0.083613, 1.250498], [-0.475446, 2.233105, 0.740662], [-1.349566, 2.190794, -0.750446], [-2.235398, 2.111771, 0.741348], [-3.229837, -0.453270, 0.830196], [-2.260522, -1.581990, -0.063863], [-2.994737, -0.273768, -0.911987]], "forces_ev_per_angstrom": [[0.346, 0.169, -0.512], [-0.808, 0.040, 1.827], [0.530, 0.282, -1.016], [-0.731, 0.251, 0.775], [0.074, -0.915, 0.130], [-0.319, 0.724, 0.006], [-0.737, 0.453, -0.415], [0.611, -0.678, -1.491], [-0.078, -0.055, 0.011], [-0.279, 0.289, 0.630], [-0.082, -0.007, -0.112], [0.053, 0.404, -0.250], [0.032, -0.417, 0.225], [0.458, 0.281, 0.064], [0.269, 0.100, -0.059], [0.078, -0.164, 0.040], [0.016, -0.336, -0.133], [-0.044, -0.151, 0.168], [0.156, 0.250, -0.004], [0.317, -0.711, 0.018], [0.137, 0.192, 0.098]], "nbo_charge": [-0.6722, 0.4621, -0.6210, -0.0483, -0.2696, -0.6023, -0.5976, -0.7276, 0.2099, 0.1864, 0.1956, -0.0120, 0.0112, 0.1207, 0.1887, 0.2217, 0.1989, 0.1786, 0.1804, 0.2132, 0.1831]}

No. 2
{"formula": "C11H19Cl3IrO", "method": "ωB97M-V with the def2-TZVPD basis set", "lumo_ev": [5.41, 5.19], "homo_ha": [0.089, -0.035], "s2": 8.777, "multiplicity": 6, "total_charge": -2, "species": ["C", "C", "C", "C", "C", "C", "C", "C", "C", "C", "Ir", "Cl", "Cl", "Cl", "H", "H", "H", "H", "H", "H", "H", "H", "H", "H", "H", "H", "H", "H", "H", "O", "H", "C", "H", "H", "H"], "positions_angstrom": [[1.458448, -0.877079, -0.408978], [1.784829, 0.074338, -1.503016], [0.942968, -0.273654, -2.631787], [3.050782, 0.842880, -1.627368], [0.158720, -1.392917, -2.328980], [0.497206, -1.879610, -0.990459], [0.126229, -3.036303, -0.352070], [2.464041, -1.404657, 0.543929], [0.974471, 0.405441, -3.963142], [-0.931214, -1.985038, -3.146299], [0.350771, 0.960313, 0.105804], [-0.060851, 2.706662, -1.076989], [2.067000, 1.501349, 1.554018], [-1.583363, -0.230288, -0.200628], [3.783311, 0.469676, -0.904594], [2.823367, 1.892233, -1.422118], [3.424341, 0.746103, -2.656060], [1.244389, 1.463215, -3.840247], [-0.004501, 0.357691, -4.473312], [1.739028, -0.059759, -4.611042], [-1.515713, -1.199811, -3.641264], [-1.621004, -2.556034, -2.508872], [-0.587043, -2.629614, -3.968919], [-0.825525, -3.499926, -0.624816], [-0.265821, -2.193421, 1.889963], [0.642306, -3.408582, 0.524636], [3.209461, -0.644876, 0.772855], [2.944719, -2.266359, 0.067649], [1.938054, -1.746468, 1.436427], [-1.043327, -2.154352, 2.512816], [-1.196095, -1.154117, 2.415541], [-0.724690, 1.503792, 1.817986], [-1.756580, 1.141383, 1.927442], [-0.795148, 2.594143, 1.702555], [-0.251267, 1.316979, 2.790303]], "forces_ev_per_angstrom": [[-0.330, -0.913, -2.561], [-0.841, -2.837, -1.214], [1.034, 0.861, 0.864], [-0.264, 0.383, 0.006], [0.212, -1.136, 1.995], [1.503, 1.828, -0.993], [-0.733, -0.591, -0.294], [0.216, 0.024, -0.121], [-0.010, 0.264, 0.132], [-0.324, 0.058, -0.279], [-0.218, -1.552, 1.099], [-0.522, 3.361, -2.512], [2.801, 0.918, 1.701], [-3.365, -1.442, -0.686], [0.012, 0.275, -0.186], [0.493, 0.112, -0.014], [0.124, 0.061, 0.202], [-0.115, -0.162, -0.121], [0.384, 0.008, 0.119], [-0.171, 0.112, -0.135], [-0.044, 0.044, 0.151], [0.208, 0.117, -0.195], [0.123, -0.107, 0.192], [0.398, -0.214, 0.070], [-1.163, -0.381, 0.546], [-0.100, 0.100, 0.052], [-0.091, -0.226, 0.382], [0.174, -0.190, 0.140], [0.396, 0.057, 0.321], [1.067, 2.322, -0.714], [-0.090, -1.935, 0.203], [-1.226, 0.738, 2.270], [0.104, -0.052, -0.386], [0.105, 0.014, 0.105], [0.251, 0.083, -0.140]], "nbo_charge": [-0.2086, -0.0350, -0.1327, -0.6540, 0.0340, -0.0617, -0.5612, -0.6444, -0.6325, -0.6444, 0.9560, -0.4829, -0.6554, -0.6154, 0.2147, 0.2341, 0.1898, 0.2160, 0.1999, 0.1733, 0.2024, 0.2210, 0.1846, 0.1797, 0.4792, 0.1710, 0.2294, 0.1761, 0.2012, -0.9802, 0.4904, -1.0017, 0.1796, 0.1910, 0.1864]}

No. 3
{"formula": "C12H20Br5Cl2N5OP", "method": "ωB97M-V with the def2-TZVPD basis set", "lumo_ev": -3.53, "homo_ha": -0.447, "total_charge": 1, "species": ["C", "C", "Cl", "C", "Cl", "N", "Br", "C", "N", "C", "C", "C", "C", "Br", "N", "P", "N", "N", "C", "C", "C", "O", "H", "H", "H", "H", "H", "H", "H", "H", "H", "H", "H", "H", "H", "H", "H", "H", "H", "H", "H", "C", "Br", "Br", "Br", "H"], "positions_angstrom": [[2.287931, -2.650880, 2.487435], [1.954215, -1.607349, 3.498287], [1.882869, -2.132062, 5.116007], [1.691564, -0.331487, 3.165282], [1.296507, 0.881216, 4.310597], [1.725441, 0.075015, 1.817747], [3.322732, 0.830167, 1.282949], [0.611881, -0.112342, 1.068829], [-0.460938, -0.675390, 1.613074], [-1.361226, -0.759641, 0.650482], [-2.705133, -1.328746, 0.956389], [-3.197060, -0.762858, 2.294918], [-3.702672, 0.653947, 2.132076], [-4.700119, -1.887991, 2.837905], [-0.874077, -0.269873, -0.509372], [-1.839810, -0.256735, -1.993215], [-2.659271, -1.561501, -2.190316], [0.413790, 0.186407, -0.227755], [1.199529, 0.832182, -1.270528], [0.788400, 2.327923, -1.371298], [1.806254, 3.300049, -0.807828], [0.514026, 2.618950, -2.738432], [3.039562, -2.313738, 1.785974], [2.614670, -3.557097, 2.971179], [1.396894, -2.902427, 1.915184], [-2.568832, -2.398901, 1.047551], [-3.441438, -1.103533, 0.206831], [-2.456780, -0.850474, 3.071930], [-2.897446, 1.344040, 1.891889], [-4.223819, 0.984988, 3.018661], [-4.422241, 0.659449, 1.320452], [-2.631239, 0.901243, -1.908762], [-0.958829, -0.112405, -3.072968], [-3.646318, -1.326941, -2.166245], [0.939375, 0.392441, -2.220455], [2.260014, 0.686425, -1.161915], [-0.144935, 2.426204, -0.813934], [1.559918, 4.288381, -1.171471], [2.824344, 3.034524, -1.052126], [1.687611, 3.353242, 0.268679], [-0.082031, 3.368002, -2.727851], [2.686419, -0.873572, -4.777028], [1.082520, 0.136310, -5.096254], [3.946681, 0.133821, -3.732427], [2.293761, -2.580833, -3.983745], [3.147328, -1.058158, -5.736386]], "forces_ev_per_angstrom": [[-0.328, -0.032, -0.159], [-0.007, 0.650, -0.350], [-0.061, 0.082, 0.197], [0.086, -0.820, 0.700], [-0.045, 0.212, -0.021], [-0.305, -0.239, -0.044], [0.103, 0.094, -0.188], [0.893, 0.392, -0.285], [-0.399, -0.161, 0.044], [0.325, 0.022, 0.475], [0.340, 0.348, 0.524], [-0.511, -0.055, -0.289], [-0.096, -0.254, -0.088], [0.072, -0.006, 0.066], [-0.184, 0.204, -0.021], [-1.084, -0.985, -1.404], [0.184, 0.653, 0.248], [0.215, -0.662, 0.067], [-0.658, 1.139, -0.493], [0.276, -0.077, -0.126], [-0.610, -0.088, 0.357], [-0.018, -0.571, 0.128], [0.268, 0.105, -0.113], [0.216, -0.178, 0.111], [-0.176, -0.045, -0.088], [-0.077, -0.316, -0.197], [-0.150, -0.171, -0.359], [0.192, -0.108, 0.181], [0.198, 0.126, 0.050], [0.055, 0.190, 0.250], [-0.184, 0.154, -0.190], [0.501, 0.313, 0.153], [0.625, 0.457, 0.727], [-0.184, -0.460, 0.181], [-0.088, -0.381, -0.228], [0.149, -0.161, 0.411], [-0.139, 0.052, 0.184], [0.163, 0.275, -0.200], [0.242, 0.036, -0.202], [0.239, -0.086, 0.322], [-0.054, 0.343, -0.302], [-0.024, -0.104, -0.003], [-0.019, 0.026, -0.100], [0.064, 0.027, 0.057], [-0.003, 0.068, 0.045], [0.000, -0.009, -0.029]], "nbo_charge": [-0.6649, 0.0168, 0.0955, 0.0254, 0.0597, -0.4943, 0.3118, 0.5921, -0.4939, 0.5067, -0.4937, -0.2104, -0.6372, 0.0170, -0.4777, 1.4287, -1.2276, -0.1735, -0.2851, 0.0937, -0.6338, -0.7173, 0.2349, 0.2566, 0.2343, 0.2814, 0.2479, 0.2405, 0.2057, 0.2473, 0.2115, -0.0350, -0.0044, 0.3889, 0.2510, 0.2618, 0.1556, 0.2323, 0.2199, 0.2186, 0.4801, -0.5005, 0.1020, 0.0900, 0.1042, 0.2373]}

The calculation returns the following calculated total energy values, one per record and in order: -366.2558, -1990.5356, -14949.7518 a.u..